Entry P
The following is a DFT calculation (ωB97M-V/def2-TZVPD) of a structure of composition C5H12O2.

Output
- LUMO: 0.82 eV
- Orbital gap: 10.1 eV
- HOMO energy: -0.341 Ha

The geometry in ORCA input format:
```
! RIJCOSX wB97M-V def2-TZVPD def2/J DEFGRID3
* xyz 0 1
C -1.09216 1.62339 1.30803
C -0.68297 0.68009 0.23530
C 0.81771 0.44181 0.02309
O 1.29888 -0.04775 1.25762
C 1.08862 -0.51762 -1.14486
C 0.09068 -1.67402 -1.06290
O -1.23900 -1.20827 -1.04312
H -2.18748 1.61280 1.32281
H -0.70989 1.20989 2.23981
H -0.74107 2.63987 1.14418
H -1.05493 1.03524 -0.76172
H -1.23029 -0.38436 0.90478
H 1.28910 1.41701 -0.21937
H 2.22523 -0.29095 1.15209
H 2.13141 -0.88424 -1.11707
H 0.97863 0.01762 -2.09836
H 0.29604 -2.23630 -0.14315
H 0.18555 -2.34597 -1.91845
H -1.46405 -1.08823 -0.07870
*
```

---

Entry Q
The following is a DFT calculation (ωB97M-V/def2-TZVPD) of the molecule C5H12O2.

Output
- LUMO: 1.15 eV
- Orbital gap: 10.8 eV
- HOMO energy: -0.355 Ha
- Structure (SMILES): CCOCCOC

The geometry in ORCA input format:
```
! RIJCOSX wB97M-V def2-TZVPD def2/J DEFGRID3
* xyz 0 1
C -0.20183 0.15298 -3.01992
C -0.95261 0.53402 -1.75884
O -0.28534 -0.04606 -0.66164
C -1.06435 -0.08114 0.50794
C -0.19945 -0.58935 1.64127
O 0.65811 0.44782 2.06339
C 1.96078 0.02796 2.37892
H -0.20168 -0.93507 -3.14051
H 0.83677 0.49113 -2.96028
H -0.66791 0.60549 -3.90103
H -1.99285 0.16939 -1.81250
H -0.99757 1.62872 -1.63603
H -1.44355 0.91913 0.77451
H -1.93480 -0.74437 0.35871
H -0.83470 -0.92041 2.47958
H 0.37060 -1.45778 1.27669
H 2.53549 -0.23299 1.47666
H 1.96074 -0.83932 3.05647
H 2.45414 0.86984 2.87662
*
```

---

Entry R
The following is a DFT calculation (ωB97M-V/def2-TZVPD) of the molecule C5H12O2.

Output
- LUMO: 0.60 eV
- Orbital gap: 7.7 eV
- HOMO energy: -0.260 Ha

The geometry in ORCA input format:
```
! RIJCOSX wB97M-V def2-TZVPD def2/J DEFGRID3
* xyz 0 1
C -0.84407 2.13332 1.57045
C 0.11332 1.14001 0.91977
C -0.53611 0.23456 -0.12195
O -1.53340 0.79759 -0.89535
C 1.26831 -1.43307 -0.18184
C 0.71359 -2.59356 -0.97368
O 0.57070 -0.16137 -1.01631
H -1.25776 2.84083 0.84325
H -1.68379 1.64250 2.07194
H -0.30627 2.72245 2.31869
H 0.93344 1.67260 0.42321
H 0.58434 0.48412 1.65643
H -0.94007 -0.68298 0.31269
H -1.28068 1.70364 -1.11545
H 2.30724 -1.24621 -0.48695
H -0.38722 -2.62695 -0.92985
H 1.00333 -2.66852 -2.04192
H 1.06200 -3.50397 -0.47421
H 0.21309 -0.45500 -1.87893
*
```

---

Entry S
The following is a DFT calculation (ωB97M-V/def2-TZVPD) of the molecule C5H12O2.

Output
- LUMO: 0.98 eV
- Orbital gap: 10.9 eV
- HOMO energy: -0.365 Ha
- Structure (SMILES): CO[C@@H](C)CCO

The geometry in ORCA input format:
```
! RIJCOSX wB97M-V def2-TZVPD def2/J DEFGRID3
* xyz 0 1
C 1.49276 1.78036 -0.65379
O 0.25141 1.19834 -0.33916
C 0.30961 -0.11627 0.20625
C 1.19997 -0.19356 1.46546
C -1.14662 -0.52239 0.48885
C -1.87257 -1.28376 -0.61938
O -2.26634 -0.49896 -1.72363
H 2.01953 1.23681 -1.45400
H 2.16042 1.84025 0.21729
H 1.28544 2.79983 -0.98957
H 0.73459 -0.79080 -0.56135
H 1.41592 0.80804 1.84909
H 2.15411 -0.69319 1.26697
H 0.70292 -0.74235 2.27016
H -1.70499 0.39235 0.71986
H -1.17367 -1.15521 1.38333
H -1.25715 -2.14253 -0.94102
H -2.80020 -1.69643 -0.20800
H -1.47953 -0.07374 -2.08624
*
```

---

entry S comes first in stability; the runner-up is 0.0086 hartree higher.

---

Entry P
The following is a DFT calculation (ωB97M-V/def2-TZVPD) of a cluster of 2 separate species, C2H7NS2 in total.

Output
- LUMO: 0.32 eV
- Orbital gap: 8.6 eV
- HOMO energy: -0.305 Ha
- Structure (SMILES): C=CN.SS

The geometry in ORCA input format:
```
! RIJCOSX wB97M-V def2-TZVPD def2/J DEFGRID3
* xyz 0 1
C 0.35991 -1.07302 1.07755
C 0.35840 -1.39654 -0.21578
N 0.63986 -0.54817 -1.25137
H 0.64016 -0.08608 1.40778
H 0.19433 -1.85273 1.79322
H 0.17850 -2.42375 -0.49710
H 0.69108 0.43319 -1.04685
H 0.59891 -0.80100 -2.22083
S -2.06247 1.72423 0.00496
S -0.39232 2.96416 -0.09156
H -1.41211 0.54774 0.01903
H 0.20575 2.51196 1.02095
*
```

---

Entry Q
The following is a DFT calculation (ωB97M-V/def2-TZVPD) of a cluster of 2 separate species, C2H7NS2 in total.

Output
- LUMO: 0.57 eV
- Orbital gap: 9.1 eV
- HOMO energy: -0.315 Ha
- Structure (SMILES): C=NC.SS

The geometry in ORCA input format:
```
! RIJCOSX wB97M-V def2-TZVPD def2/J DEFGRID3
* xyz 0 1
C -0.78751 0.85479 -1.09960
N -0.51762 0.58350 0.09964
C -1.46761 0.78382 1.19239
H -0.05336 1.34710 -1.74026
H -1.68938 0.53637 -1.65026
H -1.08240 1.58115 1.81717
H -2.50078 0.81376 0.83571
H -1.42494 -0.09103 1.85555
S 2.08856 -2.17167 -1.15630
S 2.95805 -0.76572 0.05655
H 2.74123 -3.20866 -0.62820
H 1.73578 -0.26341 0.41759
*
```

---

Entry R
The following is a DFT calculation (ωB97M-V/def2-TZVPD) of a cluster of 2 separate species, C2H7NS2 in total.

Output
- LUMO: 0.55 eV
- Orbital gap: 8.8 eV
- HOMO energy: -0.303 Ha
- Structure (SMILES): C=NC.SS

The geometry in ORCA input format:
```
! RIJCOSX wB97M-V def2-TZVPD def2/J DEFGRID3
* xyz 0 1
C 0.07577 1.24238 1.28436
N -0.40318 0.12320 0.98199
C -1.74751 0.10486 0.35797
H 1.14405 1.34517 1.45458
H -0.44913 2.20178 1.17335
H -1.91126 -0.91008 0.00445
H -2.51186 0.44315 1.05399
H -1.73121 0.81228 -0.47125
S 1.92799 -0.61649 -2.27282
S 1.97479 -1.82647 -0.59943
H 2.83156 -1.33894 -2.94644
H 0.80000 -1.58084 -0.02076
*
```

---

Entry S
The following is a DFT calculation (ωB97M-V/def2-TZVPD) of a cluster of 2 separate species, C2H7NS2 in total.

Output
- LUMO: 0.63 eV
- Orbital gap: 8.7 eV
- HOMO energy: -0.295 Ha
- Structure (SMILES): C=N.CSS

The geometry in ORCA input format:
```
! RIJCOSX wB97M-V def2-TZVPD def2/J DEFGRID3
* xyz 0 1
C -1.51588 3.73408 -0.72661
N -2.04139 3.00936 0.17425
H -1.88175 3.67088 -1.74600
H -0.54343 4.20318 -0.60223
H -1.51500 3.17706 1.03085
C 1.66766 -3.03347 1.04455
S 1.55331 -2.11325 -0.52462
S -0.50806 -1.90242 -0.67297
H 2.72067 -3.30505 0.99671
H 1.43407 -2.33535 1.83414
H 1.00226 -3.89488 1.00412
H -0.37246 -1.21014 -1.81217
*
```

---

entry P comes first in stability; the runner-up is 0.0224 hartree higher.

---

Entry P
The following is a DFT calculation (ωB97M-V/def2-TZVPD) of a cluster of 2 separate species, C3H10OS2 in total.

Output
- LUMO: 0.70 eV
- Orbital gap: 9.2 eV
- HOMO energy: -0.314 Ha
- Structure (SMILES): CCSSC.O

The geometry in ORCA input format:
```
! RIJCOSX wB97M-V def2-TZVPD def2/J DEFGRID3
* xyz 0 1
C 0.14348 1.43645 -2.58277
C 0.59778 2.01214 -1.22424
S -0.32522 1.34936 0.24691
S 0.87500 0.60716 1.56810
C 0.66455 -1.17104 1.60018
H -0.19992 2.23763 -3.24498
H -0.67218 0.74278 -2.48879
H 1.04363 1.07850 -3.05331
H 1.68705 1.90153 -0.94213
H 0.33916 3.07361 -1.10541
H 1.65373 -1.54295 1.29957
H 0.46719 -1.55434 2.62143
H -0.13208 -1.53393 0.96782
O -2.33748 -3.19642 2.13193
H -2.40586 -2.27447 1.84286
H -1.39885 -3.16603 2.36283
*
```

---

Entry Q
The following is a DFT calculation (ωB97M-V/def2-TZVPD) of a cluster of 2 separate species, C3H10OS2 in total.

Output
- LUMO: 0.46 eV
- Orbital gap: 9.4 eV
- HOMO energy: -0.330 Ha
- Structure (SMILES): CCCSS.O

The geometry in ORCA input format:
```
! RIJCOSX wB97M-V def2-TZVPD def2/J DEFGRID3
* xyz 0 1
C 0.78795 0.30477 -1.78937
C 0.24233 -1.12151 -1.29523
C -1.30613 -1.34492 -1.52149
S -1.75031 -2.60871 -0.28020
S -1.89173 -1.73925 1.62055
H 1.43095 0.17861 -2.60191
H -0.04605 0.89972 -2.09979
H 1.59837 0.51073 -1.12207
H 0.35815 -1.08795 -0.16046
H 0.86353 -2.00145 -1.64470
H -1.64960 -1.98792 -2.50599
H -2.00272 -0.50514 -1.43661
H -3.22299 -1.35214 1.62248
O 2.44528 4.06502 4.32742
H 2.36022 3.84092 5.17941
H 1.78277 3.94921 3.70796
*
```

---

Entry R
The following is a DFT calculation (ωB97M-V/def2-TZVPD) of a cluster of 2 separate species, C3H10OS2 in total.

Output
- LUMO: 0.32 eV
- Orbital gap: 8.8 eV
- HOMO energy: -0.313 Ha
- Structure (SMILES): CCCSS.O

The geometry in ORCA input format:
```
! RIJCOSX wB97M-V def2-TZVPD def2/J DEFGRID3
* xyz 0 1
C -2.18773 0.36363 -1.59135
C -0.69843 0.64565 -1.61162
C 0.03911 -0.25790 -0.59661
S 1.74024 0.42008 -0.31160
S 2.63888 -1.12517 0.77617
H -2.73646 0.93713 -0.84230
H -2.40831 -0.66321 -1.29908
H -2.65686 0.51692 -2.55775
H -0.18184 0.42743 -2.54424
H -0.51941 1.69761 -1.37267
H -0.40475 -0.35725 0.38805
H 0.11361 -1.20287 -1.13701
H 1.57079 -1.71816 1.30270
O 1.80408 0.38529 4.06571
H 2.35054 0.46709 3.27419
H 1.53653 -0.53628 4.05742
*
```

---

entry R comes first in stability; the runner-up is 0.0121 hartree higher.

---

Entry P
The following is a DFT calculation (ωB97M-V/def2-TZVPD) of a cluster of 2 separate species, C3H10OS2 in total.

Output
- LUMO: 0.65 eV
- Orbital gap: 9.3 eV
- HOMO energy: -0.320 Ha
- Structure (SMILES): CCSSC.O

The geometry in ORCA input format:
```
! RIJCOSX wB97M-V def2-TZVPD def2/J DEFGRID3
* xyz 0 1
C 1.12797 1.65781 0.07416
C 1.52467 0.43822 -0.72717
S 0.24385 -0.87378 -1.00402
S -1.37682 -0.40986 0.07733
C -2.19302 0.81797 -0.99734
H 0.60620 2.40199 -0.52079
H 2.05452 2.11243 0.43336
H 0.59503 1.37513 0.98807
H 1.84349 0.69189 -1.73154
H 2.29374 -0.12904 -0.20562
H -1.42222 1.56258 -1.19724
H -2.54659 0.33143 -1.89199
H -3.01566 1.37878 -0.52706
O 1.71508 -0.11944 3.33946
H 2.28438 -0.53312 2.68999
H 0.91360 -0.64377 3.45071
*
```

---

Entry Q
The following is a DFT calculation (ωB97M-V/def2-TZVPD) of a cluster of 2 separate species, C3H10OS2 in total.

Output
- LUMO: 0.64 eV
- Orbital gap: 9.5 eV
- HOMO energy: -0.325 Ha
- Structure (SMILES): CCO.CSS

The geometry in ORCA input format:
```
! RIJCOSX wB97M-V def2-TZVPD def2/J DEFGRID3
* xyz 0 1
C 0.42214 2.17001 -1.93038
C 1.36106 1.36215 -1.03033
O 1.37636 1.62412 0.29917
H -0.57438 2.10602 -1.48018
H 0.42185 1.67243 -2.91072
H 0.87452 3.20594 -1.90979
H 1.28274 0.24902 -1.19502
H 2.44634 1.45950 -1.31497
H 1.18653 2.51938 0.57853
C -2.08143 -0.17324 0.07777
S -0.86707 -1.50363 -0.18935
S 0.29094 -1.26193 1.55548
H -2.80563 -0.46001 0.87491
H -1.60620 0.81439 0.49708
H -2.33243 -0.03661 -0.98492
H 1.10344 -0.42736 0.89136
*
```

---

entry P comes first in stability; the runner-up is 0.0390 hartree higher.